Here is a structure of composition C70H71BiN3OP2S2 at a distorted geometry from the Open Molecules 2025 dataset. Energies are from ωB97M-V with the def2-TZVPD basis set.

Atoms and positions in Å:
H (2.44269, -3.60871, -1.70102)
N (2.01428, -1.60609, 1.84122)
C (2.30237, -0.97859, 3.17230)
C (4.30691, -4.95232, -2.66923)
H (4.87869, -4.19192, -2.13960)
C (3.23112, -4.32447, -3.53260)
C (-4.06399, 1.16869, 1.49316)
C (-1.90471, 5.27305, 5.62838)
H (5.55744, 7.12120, -2.15514)
H (1.93829, -3.87056, -5.57602)
C (0.61814, 3.37466, 3.41527)
C (1.22887, 1.97074, -4.39125)
C (-3.88006, 1.55878, 0.16006)
C (-3.94020, 5.20402, 2.43756)
H (0.74204, 2.31761, -6.45031)
H (4.61059, -2.29738, 2.38573)
H (-3.72480, -0.53766, 0.03846)
C (-6.04517, -0.06446, 0.91108)
C (-0.58103, 1.25680, -2.99672)
H (1.31654, -5.57357, -1.23495)
C (3.73646, 3.27288, -2.60991)
C (-3.09575, 5.16186, 3.51199)
H (-5.25083, 0.08335, 2.90378)
H (3.61539, 0.69831, 0.28265)
H (1.02434, 0.77610, 2.90860)
C (3.03609, 5.48100, -1.20826)
H (0.18831, -0.62836, 3.65755)
C (-2.23993, -2.16470, -0.08756)
C (2.71488, 3.14896, -1.69089)
H (4.25237, 7.46089, -3.27499)
C (5.06944, -0.54138, -0.70550)
H (-4.70689, 3.27077, -2.05293)
C (4.06136, -3.00172, 1.78333)
C (-0.96273, 1.63722, -5.33704)
H (4.36023, 8.19314, -0.41571)
C (0.11993, 3.94972, 4.60741)
C (2.43023, -2.06011, 4.25357)
N (2.32689, -3.51930, -2.70464)
C (-2.49933, -0.97932, 1.83799)
H (3.45670, -1.86801, -5.53295)
H (2.26082, 2.26406, -4.53427)
C (-1.86743, 4.48985, 3.37638)
H (6.80874, -3.63528, 1.22430)
C (1.48727, 4.36508, 0.22188)
C (6.17528, -4.34315, 1.76390)
H (1.10676, -3.55370, 0.25963)
H (-3.30262, 6.80721, 4.88959)
C (-3.58637, 4.47331, 1.28150)
C (-2.69341, 5.29980, -3.85273)
C (-5.13425, 0.37335, 1.86701)
H (-1.09976, -2.22262, 3.04051)
H (5.03498, -1.30729, -4.00094)
C (1.12989, -0.07816, 3.58399)
S (0.28461, -2.00499, -1.89824)
C (2.73595, -4.90855, 0.26578)
C (2.56960, -1.88601, -6.16807)
O (1.87869, 1.96465, 1.25254)
C (-1.11147, 4.54251, 4.56757)
H (1.56943, -2.73387, 4.21842)
C (2.80366, 6.71463, -0.56313)
H (-0.54599, 4.16053, -1.50196)
H (-2.47965, 0.98750, -3.96031)
H (-6.88680, -0.68205, 1.19874)
H (-2.36590, -2.53358, -1.09343)
H (6.51771, -5.34910, 1.52268)
P (1.72593, 1.58128, -1.55253)
H (4.45891, -0.56335, 2.88203)
H (3.68914, -3.69442, -4.29278)
C (4.01770, 5.60754, -2.20817)
C (-2.61539, 3.58197, -1.63939)
H (1.26704, -6.46708, 0.27778)
H (2.66519, -5.11015, -4.03495)
C (2.73228, -2.74836, 1.42222)
H (4.06794, 2.39318, -3.14424)
H (3.37443, 0.78079, 2.49097)
C (4.70295, -0.89976, -3.05183)
H (4.98530, -5.52906, -3.29841)
H (0.54861, 5.62443, 1.66148)
H (3.33043, -2.66189, 4.14473)
C (4.05563, -5.12262, 0.64867)
C (4.72730, -4.15655, 1.38579)
H (6.33050, -4.17757, 2.83090)
C (1.24688, 5.57047, 0.83774)
H (0.73117, 3.95068, 5.50156)
H (2.15160, -0.87709, -6.19913)
C (-0.11793, 3.33863, 2.25906)
H (-4.88377, 5.73637, 2.47045)
C (3.68971, 7.77834, -1.16895)
H (-2.11614, 4.60620, 6.46511)
H (1.33594, 0.33504, 4.57179)
H (2.58623, -6.75724, -0.84620)
H (-4.74986, 4.72718, -4.01640)
H (-1.35085, 6.12250, 6.02775)
C (-3.79519, 3.76386, -2.35484)
H (3.68493, 0.34347, 4.17094)
C (3.52872, -0.15831, -2.98902)
C (3.91100, 0.21952, -0.64584)
H (-4.10183, 5.33720, 5.41353)
H (-4.62884, 1.28503, -1.84122)
H (0.26889, -1.75173, -4.38959)
Bi (0.34348, -0.83815, 0.72401)
C (3.13063, 0.41948, -1.78772)
H (4.55858, -6.04651, 0.38229)
H (-0.82598, -3.64647, 0.81221)
C (-1.29393, -2.67438, 0.85687)
C (1.53432, -2.86980, -5.63927)
P (-2.32237, 2.47404, -0.20021)
H (1.66639, 7.69031, 0.97715)
H (-6.54883, -0.06981, -1.16872)
C (4.40564, 4.48757, -2.88877)
C (-1.49971, -1.93028, 2.07879)
C (-1.47842, 4.28920, -2.04512)
C (1.33472, -2.72296, -3.07490)
C (1.89179, 6.76979, 0.45087)
C (1.93960, -5.98199, -0.43360)
C (4.47856, 7.04486, -2.29218)
H (5.67266, -0.67755, 0.18451)
H (2.45579, -1.58632, 5.23589)
C (-1.45396, 3.83847, 2.20275)
H (-2.72739, 5.95868, -4.71156)
C (-5.85653, 0.28327, -0.41476)
H (-0.96931, 0.99554, -2.01773)
H (-2.86879, -0.26008, 2.55688)
C (2.38387, 4.28240, -0.89121)
C (-2.40971, 3.76683, 1.14366)
C (-3.82795, 4.60861, -3.46092)
C (0.37130, 1.99796, -5.48358)
H (-4.30743, 4.42736, 0.47215)
H (1.62159, 2.96355, 3.38641)
H (-1.63317, 1.66994, -6.18746)
N (0.98715, -2.45977, -4.33937)
H (0.68636, -2.91114, -6.32074)
C (3.53900, -0.06069, 3.16501)
H (5.19003, 4.50907, -3.63712)
H (2.93737, -0.00066, -3.88493)
H (6.39158, -1.66785, -1.96665)
C (-3.21280, 5.72021, 4.91286)
H (-3.35852, 1.49514, 2.25132)
C (-1.51601, 5.15028, -3.12907)
H (3.87162, -5.62975, -1.93474)
C (2.11895, -3.71233, 0.60580)
C (0.76958, 1.58685, -3.13052)
C (-1.43940, 1.26206, -4.08792)
H (2.87232, -2.16189, -7.17949)
H (3.09796, 8.60454, -1.56209)
S (0.73045, 2.82367, 0.77873)
C (5.47157, -1.09752, -1.91293)
H (-0.62208, 5.68944, -3.41805)
C (-2.94613, -1.12526, 0.50703)
C (-4.77242, 1.07185, -0.79117)

Computed properties:
- Kohn-Sham gap (eV) = 6.9
- energy relative to the best compared isomer or geometry (same formula, charge and spin) (kJ/mol) = 97.2
- HOMO (eV) = -9.58
- calculated total energy (eV) = -126342.7463
- total charge = +1

Results of the Mulliken charge analysis, in e, for atoms 1 through 99: H -0.9088; N 0.5297; C 2.6527; C -1.1201; H 0.1681; C -0.3568; C -1.7309; C -0.8637; H 0.3343; H 0.3191; C -0.2491; C -0.2646; C 0.4389; C -1.2376; H 0.4568; H 0.5227; H 0.1767; C -0.7967; C 0.1630; H 0.2826; C 0.1923; C 0.2233; H 0.4766; H -0.2062; H 0.8899; C 1.1425; H 0.0653; C -1.8708; C 0.0237; H 0.2745; C -0.3593; H 0.6598; C 0.2669; C -0.9204; H 0.2869; C -1.5522; C -1.7062; N 1.0008; C 0.7550; H -0.1589; H 0.3537; C 1.1536; H 0.3183; C 0.2779; C -1.7389; H 0.6163; H 0.3057; C 0.3902; C -0.8285; C -0.3730; H 0.8658; H 0.5193; C -3.5842; S -0.2494; C 0.2820; C -0.4841; O -0.6185; C 0.0890; H 0.3498; C -0.1791; H -0.0714; H 0.4403; H 0.4078; H 0.6858; H 0.4058; P 0.9742; H 0.0822; H 0.2576; C 0.3124; C 0.6334; H 0.4165; H 0.4153; C 0.3955; H 0.4538; H -0.1258; C -0.9347; H 0.5403; H 0.5311; H 0.3182; C -0.4526; C 0.1357; H 0.3833; C 0.1933; H 0.5136; H 0.1781; C 0.0022; H 0.4471; C -0.7407; H 0.3006; H 0.7041; H 0.4537; H 0.4514; H 0.3285; C -0.9159; H 0.5909; C 1.0192; C -0.6772; H 0.3276; H 0.2991